Formula: CH5CeO3
Source: the Open Molecules 2025 dataset
Level of theory: ωB97M-V/def2-TZVPD

The HOMO energy (spin up / spin down) is -10.40 / -12.50 eV. The value obtained for the largest force on an atom is 3.10 eV/A. For the energy above the lowest of the compared OMol25 structures with the same formula, charge and spin, the calculation gives 362.59 kJ/mol. The charge is +1. As for the total energy: -741.4080 a.u. As for the spin multiplicity: 3.

The geometry in XYZ format:
```
10
CH5CeO3 ωB97M-V/def2-TZVPD
Ce -2.0964 -1.4323 0.3247
C 0.7272 0.6163 0.3867
H 1.2759 -0.0868 1.0294
H 0.3612 1.2010 -0.4702
H -0.7247 0.4977 2.1876
O -0.8742 0.4375 1.2412
O 0.0448 -1.2066 -0.7291
O -0.1625 -1.1625 -2.1381
H -0.0693 -0.2300 -2.3725
H 1.5180 1.3657 0.5402
```